(1)
DFT (wB97M-V/def2-TZVPD) results for C28H40CrNO2SbSe4 as an isolated structure at a distorted geometry.

CARTESIAN COORDINATES (ANGSTROEM)
Cr 0.8647 2.9165 -0.3567
C 3.2838 -4.1065 -1.5045
C 1.8574 -3.5515 -1.5931
C 1.2069 -4.0623 -2.8862
C 1.0596 -4.1037 -0.4133
C 1.8835 -2.0168 -1.6008
C 1.1314 -1.2634 -0.6998
C 1.1540 0.1458 -0.7513
N 0.5290 1.0468 0.0841
C -0.5251 0.7354 1.0087
C -1.3234 -0.3858 0.9202
C -2.3778 -0.6160 1.8425
C -2.5657 0.3313 2.8035
C -1.8169 1.5371 2.8954
C -0.7810 1.7801 1.9640
O -0.1114 2.9129 1.8573
C -2.2425 2.5351 3.9903
C -2.1734 1.8599 5.3692
C -3.6961 2.9702 3.7300
C -1.3816 3.7971 4.0548
C -3.2958 -1.8567 1.7517
C -2.9138 -2.7604 0.5817
C -3.1903 -2.6783 3.0401
C -4.7526 -1.4228 1.5565
C 1.9719 0.7916 -1.7114
O 2.0206 2.1336 -1.6418
C 2.7055 0.0472 -2.6423
C 2.6435 -1.3508 -2.5578
C 3.5709 0.7763 -3.6807
C 2.6919 1.7647 -4.4674
C 4.2247 -0.1875 -4.6713
C 4.6917 1.5433 -2.9697
H 3.2670 -5.2037 -1.4695
H 3.7809 -3.7369 -0.6036
H 3.8858 -3.8039 -2.3643
H 1.1695 -5.1599 -2.8958
H 1.7647 -3.7300 -3.7652
H 0.1872 -3.6784 -2.9756
H 1.1088 -5.1990 -0.4185
H 0.0073 -3.8139 -0.4682
H 1.4558 -3.7487 0.5406
H 0.5509 -1.7352 0.0743
H -1.1552 -1.0762 0.1084
H -3.3708 0.1731 3.5217
H -2.8389 0.9964 5.4391
H -2.4595 2.5731 6.1553
H -1.1551 1.5173 5.5684
H -4.3777 2.1168 3.7204
H -3.7638 3.4708 2.7607
H -4.0340 3.6709 4.5081
H -0.3317 3.5651 4.2331
H -1.7604 4.4142 4.8846
H -1.4211 4.3705 3.1307
H -1.8966 -3.1458 0.6905
H -2.9728 -2.2290 -0.3706
H -3.5987 -3.6161 0.5368
H -2.1578 -3.0006 3.1984
H -3.8302 -3.5725 2.9911
H -3.4958 -2.0901 3.9091
H -4.8523 -0.8298 0.6440
H -5.0997 -0.8096 2.3916
H -5.4131 -2.2987 1.4782
H 3.2047 -1.9417 -3.2723
H 1.7691 1.2786 -4.7967
H 3.2366 2.1154 -5.3576
H 2.4123 2.6237 -3.8615
H 3.4862 -0.8107 -5.1846
H 4.9462 -0.8450 -4.1798
H 4.7591 0.3919 -5.4328
H 4.2769 2.2525 -2.2542
H 5.2892 2.1020 -3.7040
H 5.3510 0.8482 -2.4427
Se 1.2877 5.6892 -3.7462
Sb -0.0062 5.7456 -1.7000
Se -1.3835 3.6924 -1.3210
Se 1.3323 5.4011 0.2585
Se -1.4979 7.8039 -1.4614

Summary:
charge = -2
molar mass = 912.2 g/mol
HOMO-LUMO gap (alpha / beta) = 5.47 / 3.89 eV
multiplicity = 5
⟨S²⟩ = 6.16
E_tot = -331620.312 eV
E_HOMO (alpha / beta) = -0.05187 / -0.05476 Eh

Results of the Mulliken charge analysis, in e, for atoms 1 through 2:
1 Cr 0.749
2 C -1.780



(2)
DFT (wB97M-V/def2-TZVPD) results for C28H40IrN3O7PS2Se2 as an isolated structure.

CARTESIAN COORDINATES (ANGSTROEM)
Ir -2.7928 1.1042 -0.1272
C 4.2959 -2.4534 5.1141
O 3.3061 -3.0895 5.9034
C 2.1358 -2.4199 6.0894
C 1.8977 -1.1232 5.6473
C 0.6637 -0.5317 5.8658
C -0.3572 -1.2270 6.5274
C -0.0904 -2.5305 6.9876
C 1.1328 -3.1171 6.7718
N -1.6358 -0.7419 6.7064
N -1.8429 0.5037 6.3460
C -2.2071 0.9002 5.1283
C -2.2881 2.2971 4.9164
C -2.4738 2.8551 3.6721
C -2.6048 2.0542 2.5350
O -2.6949 2.5516 1.3358
C -2.6396 0.6320 2.7279
N -2.8308 -0.1104 1.5998
C -2.8743 -1.4238 1.6809
C -2.7597 -2.0918 2.9008
C -2.5513 -1.3664 4.0476
C -2.4613 0.0347 3.9892
H 5.1146 -3.1624 5.0273
H 4.6588 -1.5393 5.5910
H 3.9161 -2.2130 4.1181
H 2.6552 -0.5673 5.1146
H 0.4833 0.4706 5.5017
H -0.8791 -3.0620 7.5050
H 1.3423 -4.1232 7.1112
H -2.1366 2.9271 5.7833
H -2.4751 3.9287 3.5386
H -2.9979 -1.9633 0.7502
H -2.8201 -3.1705 2.9246
H -2.4599 -1.8679 4.9995
O -0.9999 0.6200 -5.5201
C -2.3870 0.8934 -5.5618
C -2.9407 1.0132 -4.1272
C -4.4456 1.1838 -4.3345
O -5.1011 1.5190 -3.1280
C -2.2719 2.2353 -3.4990
Se -2.6968 2.8059 -1.6866
C -2.5567 -0.2786 -3.4099
Se -3.1693 -0.6623 -1.5974
H -0.6423 0.6519 -6.4111
H -2.9237 0.0863 -6.0802
H -2.5822 1.8327 -6.0949
H -4.8442 0.2469 -4.7473
H -4.6031 1.9742 -5.0828
H -6.0454 1.5844 -3.2936
H -2.4797 3.1162 -4.1121
H -1.1908 2.0756 -3.4788
H -1.4707 -0.3266 -3.3580
H -2.9073 -1.1309 -3.9981
C 0.9986 -2.0083 -3.1493
C 2.4443 -1.6065 -2.9027
C 2.9130 -2.0194 -1.5182
O 2.6164 -0.2143 -3.2049
P 2.4498 1.0626 -2.2011
S 3.9932 1.2204 -0.9898
S 0.6358 1.0954 -1.4109
O 2.4509 2.2150 -3.3348
C 3.2661 2.3310 -4.5074
C 2.5569 1.6761 -5.6826
C 4.6945 1.8377 -4.3515
H 0.8969 -3.0956 -3.0961
H 0.6711 -1.6687 -4.1329
H 0.3576 -1.5528 -2.3943
H 3.0822 -2.1042 -3.6409
H 2.3051 -1.5441 -0.7481
H 3.9501 -1.7388 -1.3488
H 2.8076 -3.1040 -1.4300
H 3.2968 3.4107 -4.6834
H 2.5277 0.5949 -5.5505
H 3.0795 1.9130 -6.6132
H 1.5325 2.0442 -5.7413
H 4.7221 0.7604 -4.1906
H 5.1820 2.3133 -3.5037
H 5.2440 2.0742 -5.2670
C 0.9354 -0.2310 1.9852
O 0.1032 0.8875 1.7475
H 1.9208 0.0710 2.3586
H 1.0787 -0.8139 1.0721
H 0.4505 -0.8526 2.7421
H 0.3664 1.2431 0.8792

Summary:
charge = -1
molar mass = 975.9 g/mol
HOMO-LUMO gap (alpha / beta) = 6.47 / 5.35 eV
multiplicity = 5
energy above the lowest of the compared OMol25 structures with the same formula, charge and spin = 0.107 eV
⟨S²⟩ = 6.10
E_tot = -212981.029 eV
E_HOMO (alpha / beta) = -0.15847 / -0.16014 Eh

Results of the Mulliken charge analysis, in e, for atoms 1 through 2:
1 Ir 1.042
2 C -0.798



(3)
DFT (wB97M-V/def2-TZVPD) results for C28H41GeIN8OTeW as an isolated structure.

CARTESIAN COORDINATES (ANGSTROEM)
W -0.1263 -0.3259 -0.0823
C -1.6148 -0.0565 5.2758
N -0.6802 -0.5528 4.2637
C 0.7216 -0.4963 4.6730
C -0.9579 -0.7165 2.9607
N -0.0349 -0.8063 2.0401
N -2.2995 -0.8435 2.6378
C -2.9224 -0.8007 1.4055
N -4.2585 -0.9790 1.4706
N -2.2864 -0.5592 0.3080
H -1.5532 -0.6837 6.1630
H -2.6464 -0.0426 4.9394
H -1.3481 0.9674 5.5429
H 0.7593 -0.4864 5.7582
H 1.2069 0.4107 4.3000
H 1.2616 -1.3790 4.3307
H 0.8786 -0.5858 2.4233
H -2.9070 -1.0245 3.4188
H -4.7198 -1.2911 2.3072
H -4.7957 -1.0171 0.6212
H -2.9129 -0.5551 -0.4909
C 4.0662 -1.2019 -0.8898
C 4.6851 0.0682 -0.6997
C 3.9507 1.1159 -0.2664
C 2.5537 0.9579 0.0249
N 1.9440 -0.2463 -0.2871
C 2.7316 -1.2949 -0.6947
C 1.7695 1.9300 0.6177
C 2.2381 3.1023 1.2804
C 1.4959 3.7459 2.2061
C 0.2111 3.1864 2.5499
C -0.3128 2.1575 1.8779
N 0.3395 1.6288 0.7024
H 4.6303 -2.0635 -1.2124
H 5.7386 0.1936 -0.9075
H 4.4090 2.0838 -0.1280
H 2.2041 -2.2225 -0.8805
H 3.2429 3.4428 1.0664
H 1.8690 4.6161 2.7225
H -0.3598 3.6016 3.3705
H -1.3059 1.7685 2.0580
C 0.4195 4.6841 -1.2708
Ge 0.1141 2.9077 -2.0021
C -1.5158 2.9630 -3.0842
C 1.7022 2.2748 -2.9451
C -0.4598 1.7210 -0.5182
H 0.4365 5.4126 -2.0812
H 1.3656 4.7373 -0.7376
H -0.3815 4.9581 -0.5839
H -1.3165 3.2516 -4.1155
H -2.1854 3.7077 -2.6530
H -2.0378 2.0060 -3.0861
H 1.7054 2.6367 -3.9736
H 1.7736 1.1852 -2.9565
H 2.5886 2.6667 -2.4484
H -1.4746 2.0376 -0.2513
C 1.2537 -1.8489 -3.5928
Te -0.5795 -1.0918 -2.7922
C -0.5223 0.1606 -4.5234
C 0.1995 -0.6944 -5.5346
C 0.0223 -0.5044 -6.8990
C 0.7219 -1.2869 -7.8047
C 1.5961 -2.2641 -7.3506
C 1.7711 -2.4618 -5.9895
C 1.0747 -1.6773 -5.0791
H 1.3885 -2.8879 -3.2988
H 2.0708 -1.2520 -3.1879
H 0.0139 1.0789 -4.2939
H -1.5403 0.4002 -4.8186
H -0.6650 0.2523 -7.2547
H 0.5773 -1.1398 -8.8657
H 2.1352 -2.8797 -8.0569
H 2.4477 -3.2296 -5.6370
N 0.6861 -3.9873 1.1750
C -0.1460 -3.6744 0.1865
O -0.2110 -2.5245 -0.2859
C -1.0115 -4.7574 -0.3757
I -2.9924 -4.5030 0.3699
H 1.2708 -3.2696 1.5754
H 0.7656 -4.9286 1.5229
H -0.6943 -5.7538 -0.0859
H -1.0711 -4.6653 -1.4561

Summary:
charge = +2
molar mass = 1016.6 g/mol
HOMO-LUMO gap (alpha / beta) = 5.86 / 5.77 eV
multiplicity = 3
energy above the lowest of the compared OMol25 structures with the same formula, charge and spin = 1.328 eV
⟨S²⟩ = 2.03
E_tot = -117393.227 eV
E_HOMO (alpha / beta) = -0.40741 / -0.41128 Eh

Results of the Mulliken charge analysis, in e, for atoms 1 through 2:
1 W 0.745
2 C -1.079



> The lowest ⟨S²⟩ belongs to which entry?

C28H41GeIN8OTeW